Computed, not measured: 2 unconnected molecules or ions with the total composition C4H11NO at a distorted geometry, with ωB97M-V/def2-TZVPD.

SMILES ... C=CO.CCN
Charge ... 0
F_max ... 5.80 eV Å⁻¹
Calculated total energy ... -288.8784 Eh
E_HOMO ... -0.33773 hartree

Element x y z (Å)
C 1.352 1.071 -1.066
C 2.377 0.758 -2.182
N 2.063 -0.691 -2.921
H 0.292 1.156 -1.398
H 1.642 1.951 -0.435
H 1.376 0.150 -0.324
H 3.447 0.870 -2.254
H 2.119 1.414 -3.110
H 2.869 -1.026 -3.563
H 1.347 -0.423 -3.590
C -2.861 -0.712 1.921
C -2.778 -1.053 3.198
O -2.055 -0.169 4.109
H -2.969 -1.594 1.193
H -2.720 0.426 1.757
H -3.110 -2.026 3.629
H -2.389 -0.102 5.036